(1)
The following is a DFT calculation (wB97M-V/def2-TZVPD) of an isolated ion of composition C8H19BN3O4 and charge +1.

```
35
Properties=species:S:1:pos:R:3:forces:R:3
C -2.60968 3.22940 0.06914 -0.05 0.04 -0.01
C -1.61130 2.25392 -0.60268 0.01 0.10 -0.10
B -2.33488 0.89839 -0.83564 -0.04 -0.11 0.01
O -3.10209 0.65457 -1.94102 0.26 -0.01 0.06
C -2.30149 -0.25657 0.31924 -0.23 -0.04 0.20
O -3.45761 -1.01378 0.40291 0.13 -0.36 0.34
N -1.11913 -1.18514 0.05894 0.01 0.43 -0.32
C 0.07831 -0.96240 0.61349 -0.02 -0.14 0.25
N 1.20332 -1.37926 0.08348 0.08 0.07 -0.03
C 2.52247 -1.19205 0.71587 -0.13 0.08 0.00
C 3.64069 -1.73387 -0.15998 0.01 -0.04 0.05
C 3.88536 -0.96921 -1.47670 -0.05 0.00 0.04
O 2.86489 0.02038 -1.64186 -0.03 -0.17 0.04
N 0.08914 -0.35822 1.84999 -0.32 0.03 -0.41
C -1.24410 -0.32159 2.42715 -0.19 -0.19 0.17
O -2.14247 0.34085 1.56830 0.29 0.28 -0.25
H -3.42190 3.47423 -0.61561 0.00 -0.01 0.03
H -2.11391 4.15949 0.34461 0.01 -0.02 -0.04
H -3.04702 2.80478 0.97364 0.04 -0.01 -0.01
H -0.72124 2.16707 0.02837 -0.06 -0.07 0.02
H -1.29650 2.66929 -1.56383 0.01 0.04 0.05
H -2.85287 0.10832 -2.68574 -0.15 -0.02 -0.07
H -3.64326 -1.51283 -0.39840 -0.07 0.21 -0.23
H -1.10798 -1.52935 -0.89284 0.01 -0.32 0.15
H 1.18926 -1.77718 -0.84324 0.01 0.19 -0.07
H 2.66387 -0.12868 0.90851 0.07 -0.02 -0.04
H 2.50880 -1.71820 1.67075 0.03 0.03 0.00
H 4.54059 -1.69117 0.45436 0.01 -0.05 -0.05
H 3.46042 -2.79493 -0.35143 -0.02 0.04 -0.02
H 4.87027 -0.49892 -1.45031 -0.04 0.05 -0.01
H 3.87069 -1.65950 -2.32382 0.04 -0.02 0.04
H 3.00868 0.46605 -2.48031 0.04 0.10 -0.05
H 0.51962 0.56208 1.80333 0.31 -0.17 0.30
H -1.21123 0.22038 3.36648 -0.06 0.07 -0.07
H -1.57773 -1.34636 2.60484 0.11 0.01 0.03
```
Forces are in eV/Å.

Output
orbital gap	0.3673	Ha
structure (SMILES)	CCB(O)[C@@]1(O)NC(NCCCO)=[NH+]CO1
calculated total energy	-806.12515	hartree
total charge	+1
HOMO energy	-13.01	eV
LUMO energy	-3.022	eV

Partial atomic charges computed with the Mulliken method, in multiples of e: -1.239, -0.100, 0.426, -0.566, 0.278, -0.539, -0.251, 0.363, -0.057, -0.511, -0.915, -0.468, -0.483, -0.243, -0.533, -0.387, 0.356, 0.364, 0.308, 0.120, 0.361, 0.318, 0.325, 0.272, 0.265, 0.320, 0.463, 0.421, 0.347, 0.350, 0.319, 0.305, 0.329, 0.293, 0.389

---

(2)
The following is a DFT calculation (wB97M-V/def2-TZVPD) of one molecule with the formula C7H13NO.

```
22
Properties=species:S:1:pos:R:3:forces:R:3
C 0.59312 -0.50271 0.57268 -0.14 0.22 -0.24
C 1.04396 0.33841 -0.49061 0.07 -0.05 0.07
C -2.61946 -0.27465 -1.38138 0.03 0.09 -0.05
C 0.65174 -1.98318 0.47145 -0.04 -0.01 -0.02
C 0.20866 0.09644 1.88090 0.00 0.01 -0.02
C 1.81496 1.61429 -0.20409 -0.10 -0.05 0.02
N -1.20180 -0.42623 -1.08160 0.29 0.07 0.16
C -0.56708 0.70278 -0.87139 -0.29 -0.07 0.17
O -0.89320 1.87507 -0.77431 0.19 -0.25 0.01
H 1.44912 -0.22192 -1.32961 -0.04 -0.03 0.02
H -3.10570 -1.24398 -1.26107 0.02 0.05 0.01
H -2.77228 0.04312 -2.41965 0.02 -0.01 0.07
H -3.11126 0.47052 -0.74339 0.06 -0.05 -0.02
H 1.56381 -2.30536 0.99805 -0.05 0.08 -0.03
H 0.70966 -2.31340 -0.56179 0.01 0.05 0.02
H -0.19660 -2.46045 0.96107 0.03 0.05 0.00
H 1.12057 0.27554 2.46490 -0.02 -0.02 -0.06
H -0.43598 -0.56675 2.45598 0.03 0.00 -0.05
H -0.27934 1.06364 1.74808 0.03 -0.02 -0.06
H 1.83276 2.23402 -1.09956 -0.01 -0.03 0.03
H 2.84331 1.38028 0.08255 -0.04 0.01 -0.02
H 1.35102 2.20452 0.58278 -0.01 -0.02 0.00
```
Forces are in eV/Å.

Output
orbital gap	0.3009	Ha
energy relative to the best compared isomer or geometry (same formula, charge and spin)	226.6	kJ/mol
calculated total energy	-404.44116	hartree
HOMO energy	-8.50	eV
LUMO energy	-0.310	eV

Partial atomic charges computed with the Mulliken method, in multiples of e: 1.103, 0.166, -0.888, -1.456, -1.502, -1.435, -0.357, 0.432, -0.652, 0.427, 0.301, 0.264, 0.306, 0.387, 0.375, 0.378, 0.340, 0.404, 0.364, 0.379, 0.381, 0.282